{
  "formula": "C4H14NOS",
  "method": "ωB97M-V with the def2-TZVPD basis set",
  "total_energy_ev": -18740.2078,
  "total_charge": 1,
  "homo_lumo_gap_ev": 10.03,
  "species": ["C", "C", "C", "C", "S", "N", "H", "H", "H", "H", "H", "H", "H", "H", "H", "H", "H", "H", "H", "H", "O"],
  "coordinates": [[-1.081, 1.109, -2.274], [-0.611, 0.934, -0.793], [0.946, 1.419, -0.572], [1.346, 1.485, 0.995], [1.191, -0.207, 1.706], [-0.764, -0.611, -0.286], [-1.009, 2.258, -2.404], [-0.471, 0.627, -3.063], [-2.189, 0.703, -2.343], [-1.230, 1.495, -0.107], [0.913, 2.463, -0.914], [1.846, 1.009, -1.124], [2.361, 1.831, 1.047], [0.837, 2.199, 1.720], [0.715, 0.066, 3.042], [-0.441, -1.491, -0.726], [-0.605, -0.742, 0.697], [-1.725, -0.926, -0.528], [-1.215, -3.811, -0.817], [-2.438, -3.371, -0.175], [-1.582, -3.050, -0.465]],
  "forces_ev_per_a": [[-1.4752, 0.5640, 1.0554], [3.5133, -2.0131, -1.0911], [-1.0911, 0.7559, 1.7026], [-0.9819, 0.2741, -0.2191], [0.2317, 0.5751, 2.5346], [-2.7346, 0.5047, -2.7263], [-0.5529, -1.9341, -0.1509], [-0.1617, 0.1511, 0.7543], [2.1414, 1.1745, -0.1323], [-0.1409, -0.0822, 0.1643], [0.0014, -0.1139, 0.1048], [-1.6409, -0.4009, 0.3624], [0.6559, -0.2669, -0.0481], [-0.1087, -0.8114, -1.5305], [0.8130, -0.1672, -2.0046], [1.4996, 1.0273, -0.2967], [0.2408, 0.2924, 0.8704], [-0.0850, 1.0128, 0.7001], [1.5390, -2.4447, -1.2746], [-0.4120, 0.1687, 0.2615], [-1.2513, 1.7339, 0.9637]]
}



{
  "formula": "C4H14NOS",
  "method": "ωB97M-V with the def2-TZVPD basis set",
  "total_energy_ev": -18740.5338,
  "total_charge": 1,
  "homo_lumo_gap_ev": 9.16,
  "species": ["C", "C", "C", "C", "S", "N", "H", "H", "H", "H", "H", "H", "H", "H", "H", "H", "H", "H", "H", "H", "O"],
  "coordinates": [[0.738, 2.283, 0.919], [0.686, 0.784, 0.575], [0.187, 0.830, -0.949], [-0.217, -0.498, -1.526], [1.236, -1.762, -1.732], [-0.185, -0.205, 1.468], [-0.261, 2.788, 1.028], [1.168, 2.424, 1.962], [1.356, 2.828, 0.216], [1.697, 0.335, 0.720], [1.244, 1.100, -1.321], [-0.639, 1.623, -1.118], [-0.892, -1.188, -1.036], [-0.631, -0.392, -2.549], [0.517, -2.918, -1.734], [-1.247, -0.116, 1.547], [0.115, -1.167, 1.496], [0.112, 0.058, 2.401], [-3.083, 0.278, 3.010], [-3.707, 0.625, 1.651], [-2.824, 0.369, 2.132]],
  "forces_ev_per_a": [[-0.9271, -0.0934, 3.6316], [-0.9233, -0.1699, -1.8478], [1.6995, -0.3709, 1.4615], [0.6272, -2.0802, -2.0124], [-0.5072, 0.8163, 0.3014], [-0.1573, 2.1031, 1.1554], [0.7695, -0.6882, -0.6112], [-0.1163, -0.0556, -1.2270], [0.0459, -0.1803, -0.1679], [-0.8151, 0.2817, -0.5843], [-2.0414, 0.1429, -0.5709], [1.6686, -1.1670, 0.3386], [-0.6192, 0.7664, 0.7402], [0.2911, 0.2151, 0.5838], [0.0604, 0.6470, 0.0348], [0.8795, 0.1078, -0.6471], [0.1263, -0.6396, -1.1830], [-0.0778, 0.4042, 0.6081], [-0.6774, -0.3087, 2.6566], [2.6017, -0.7455, 1.1970], [-1.9078, 1.0151, -3.8576]]
}



| no. | M (Da) | F_max (hartree/bohr) |
| --- | --- | --- |
| 1 | 124.229 | 0.08155 |
| 2 | 124.229 | 0.08599 |